The following is a quantum chemistry calculation of one molecule with the formula C3H5P, from the Open Molecules 2025 dataset.

Values from the calculation:
E = -12475.98949 eV
HOMO-LUMO gap (spin up / spin down) = 7.29 / 8.06 eV
charge = 0
max |F| = 0.090 hartree/bohr
LUMO level (spin up / spin down) = -0.02569 / -0.00381 Eh
HOMO (spin up / spin down) = -7.987 / -8.167 eV

```
9
C3H5P, DFT the ωB97M-V functional and the def2-TZVPD basis
H -1.0942 -0.8229 -0.8401
C 0.9316 -0.8791 -0.0061
C -0.4414 -0.3626 -0.0491
H -0.8198 -0.5176 1.0445
H 0.9171 -1.8658 -0.2225
H -1.5031 1.5277 0.0711
H 0.3181 1.6756 0.1522
C -0.5901 1.0705 -0.0432
P 2.2819 0.1742 -0.1067
```



The following is a quantum chemistry calculation of a 2-piece molecular cluster, C3H5PS overall, from the Open Molecules 2025 dataset.

Values from the calculation:
E = -23310.38003 eV
HOMO-LUMO gap = 7.93 eV
charge = 0
max |F| = 0.076 hartree/bohr
LUMO level = -0.02861 Eh
HOMO = -8.705 eV

```
10
C3H5PS, DFT the ωB97M-V functional and the def2-TZVPD basis
C 3.0988 0.0234 -0.5296
C -0.2475 -0.5317 -1.1387
H -1.5323 0.1992 0.8352
C 0.9653 -0.4625 -0.5775
H 3.3741 0.5605 -1.5094
H -0.3167 -0.3986 -2.2813
H -2.6024 -0.6667 -0.8443
S 3.8135 -0.2219 0.8712
H 0.8280 -0.7661 0.5596
P -1.5998 -1.0051 -0.0369
```



The following is a quantum chemistry calculation of one molecule with the formula C3H5PS, from the Open Molecules 2025 dataset.

Values from the calculation:
E = -23313.38612 eV
HOMO-LUMO gap = 7.75 eV
structure (SMILES) = P/C=C/C=S
charge = 0
max |F| = 0.065 hartree/bohr
LUMO level = -0.03576 Eh
HOMO = -8.724 eV

```
10
C3H5PS, DFT the ωB97M-V functional and the def2-TZVPD basis
C -0.1954 0.6563 0.4074
P 1.0596 1.4050 1.4536
H -1.2709 0.7723 0.6505
H 1.0927 -0.7315 -0.4663
H 0.7686 2.5684 0.5428
C -0.9568 -1.2411 -0.8873
S -0.6243 -2.7337 -1.5227
H -1.9708 -0.9462 -0.5956
C 0.0480 -0.5178 -0.1906
H 2.0493 0.7683 0.6082
```



The following is a quantum chemistry calculation of one molecule with the formula C3H6, from the Open Molecules 2025 dataset.

Values from the calculation:
E = -3207.13956 eV
HOMO-LUMO gap = 10.81 eV
structure (SMILES) = C=CC
charge = 0
max |F| = 0.053 hartree/bohr
LUMO level = 0.04887 Eh
HOMO = -9.485 eV

```
9
C3H6, DFT the ωB97M-V functional and the def2-TZVPD basis
C -0.2416 0.5084 -0.0150
H 1.2968 -0.4491 1.0764
H 1.9219 0.5984 -0.4067
C -1.3940 -0.1811 -0.0215
H -0.2663 1.6453 0.0656
H 1.1908 -1.0777 -0.6172
H -2.2985 0.3204 -0.0790
H -1.3880 -1.2598 0.0233
C 1.1789 -0.1049 -0.0258
```



The following is a quantum chemistry calculation of C3H6AlO11S2 as an isolated structure, from the Open Molecules 2025 dataset.

Values from the calculation:
E = -53991.58696 eV
HOMO-LUMO gap = 4.66 eV
charge = -1
max |F| = 0.277 hartree/bohr
LUMO level = 0.00523 Eh
HOMO = -4.521 eV

```
23
C3H6AlO11S2, DFT the ωB97M-V functional and the def2-TZVPD basis
H -1.7109 -2.9962 1.0561
S 2.4930 -0.7832 -2.3127
O 2.3316 2.4100 -1.2177
O 0.6027 2.5487 0.6343
H -0.6879 2.2178 0.7774
O 0.1279 1.6991 -1.5790
Al -0.1033 -0.3339 -1.6507
O 1.7480 0.4595 -2.3628
H 0.6388 1.3230 1.5840
O -1.2305 0.5838 2.0222
H -0.3769 2.3636 2.4844
O 3.6404 -0.2694 -1.6050
C -2.6829 -2.5419 1.2484
O 1.6115 -1.6267 -1.4975
O -1.0918 -0.5044 0.0002
O 1.4588 0.4775 -0.3051
S 1.1279 1.8965 -0.5419
C -0.3983 1.6494 1.6612
O -2.2925 -1.2600 1.8391
C -1.5233 -0.4263 1.1735
O 2.7862 -1.2175 -3.6492
H -3.2577 -3.1510 1.9461
H -3.2106 -2.5184 0.2949
```



The following is a quantum chemistry calculation of a 2-piece molecular cluster, C3H6BN2O4 overall, from the Open Molecules 2025 dataset.

Values from the calculation:
E = -15047.90537 eV
HOMO-LUMO gap = 4.89 eV
charge = -1
max |F| = 0.210 hartree/bohr
LUMO level = 0.08989 Eh
HOMO = -2.448 eV

```
16
C3H6BN2O4, DFT the ωB97M-V functional and the def2-TZVPD basis
H 1.3797 4.0584 1.2321
H -2.1883 -2.3148 -1.6934
C 2.5168 1.5133 0.7821
O -0.9831 0.9022 0.7662
O -0.6207 2.9848 0.5352
B 0.8522 3.2074 0.5890
H 0.3885 -2.2960 -0.0578
H -1.1815 -2.3081 0.6026
N -0.9133 1.9665 1.4047
C -1.1380 -2.5636 -1.4952
H -0.5485 -2.3021 -2.3831
O 3.0018 0.9533 1.9253
H -1.0777 -3.6512 -1.3719
C -0.6108 -1.8659 -0.2289
O -0.7084 -0.5630 -0.4371
N 1.8314 2.2788 -0.1700
```



The following is a quantum chemistry calculation of a 2-piece molecular cluster, C3H6BNO3 overall, from the Open Molecules 2025 dataset.

Values from the calculation:
E = -11516.78486 eV
HOMO-LUMO gap (spin up / spin down) = 8.96 / 7.60 eV
charge = 0
max |F| = 0.097 hartree/bohr
LUMO level (spin up / spin down) = -0.07474 / -0.08399 Eh
HOMO (spin up / spin down) = -10.990 / -9.887 eV

```
14
C3H6BNO3, DFT the ωB97M-V functional and the def2-TZVPD basis
H 0.7619 0.3716 1.8467
C 0.7939 0.5298 0.8235
H 0.7634 -1.4513 0.2132
C 0.7946 -0.5078 -0.1946
O -1.6761 0.8414 -1.0784
H -3.4988 -0.6622 -0.5047
H -0.2197 -0.6018 -0.6493
H -1.1773 1.5533 -0.8707
C 0.9490 1.9234 0.3924
N 1.0383 3.0306 0.0930
O -3.2320 -0.3570 0.3147
B -2.1251 0.3834 0.1999
O -1.4217 0.6507 1.3279
H 1.4949 -0.2054 -1.0912
```



The following is a quantum chemistry calculation of a 2-piece molecular cluster, C3H6Br2NO overall, from the Open Molecules 2025 dataset.

Values from the calculation:
E = -146819.61121 eV
HOMO-LUMO gap (spin up / spin down) = 6.16 / 9.03 eV
charge = +1
max |F| = 0.077 hartree/bohr
LUMO level (spin up / spin down) = -0.19796 / -0.15355 Eh
HOMO (spin up / spin down) = -11.544 / -13.211 eV

```
13
C3H6Br2NO, DFT the ωB97M-V functional and the def2-TZVPD basis
C 1.0090 -0.2897 1.1906
O -1.8778 2.6209 0.7854
Br -0.9291 -2.0533 -0.1776
H 1.6546 0.1482 -1.1114
C -2.1458 1.5056 0.5349
H 1.6378 -1.2121 1.1093
N 0.7936 -0.2427 -1.3478
H 0.2152 0.4123 -1.9091
C 0.1096 -0.4725 -0.1023
H 1.0353 -1.0446 -2.0049
H 0.3553 -0.2726 2.0328
H 1.5141 0.6892 0.9685
Br -3.3719 0.2114 0.0316
```



Question: Which of these has the highest charge?
Answer: C3H6Br2NO



Question: The highest E belongs to which entry?
Answer: C3H6